Arrangement a

Here is an isolated ion of composition C7H12N3O and charge +1 from the Open Molecules 2025 dataset. Energies are from ωB97M-V/def2-TZVPD.

Geometry as XYZ:
```
23
Properties=species:S:1:pos:R:3:lowdin_charge:R:1
C -0.72 -1.84 1.70 -0.0768
N -1.57 -1.51 0.51 -0.1393
C -1.43 -2.55 -0.55 -0.0631
C -1.34 -0.21 0.00 -0.3916
O -1.78 0.05 -1.11 0.0635
C -0.62 0.97 0.76 -0.0106
N 0.52 1.46 -0.06 -0.0423
C 0.47 2.09 -1.34 0.0284
C 1.82 2.34 -1.76 0.0114
N 2.65 1.87 -0.71 0.0980
C 1.85 1.37 0.28 -0.0159
H 0.28 -1.34 1.73 0.0779
H -1.32 -1.70 2.65 0.1091
H -0.51 -2.95 1.65 0.0979
H -0.37 -2.58 -0.95 0.1112
H -1.69 -3.55 -0.09 0.1031
H -2.17 -2.42 -1.39 0.1030
H -0.26 0.74 1.79 0.1256
H -1.33 1.85 0.84 0.1609
H -0.47 2.34 -1.89 0.1532
H 2.19 2.80 -2.71 0.1429
H 3.67 1.87 -0.63 0.1785
H 2.14 0.92 1.27 0.1752
```

Total charge = +1
SMILES string = CN(C)C(=O)Cn1cc[nH+]c1
HOMO = -12.94 eV
Gap between HOMO and LUMO = 9.46 eV


Arrangement b

Here is a 2-piece molecular cluster, C7H12N3O overall from the Open Molecules 2025 dataset. Energies are from ωB97M-V/def2-TZVPD.

Geometry as XYZ:
```
23
Properties=species:S:1:pos:R:3:lowdin_charge:R:1
C -3.53 0.82 -1.62 -0.0265
C -3.27 -0.44 -1.59 -0.0987
C -2.46 1.57 -1.05 -0.2612
C -1.64 0.55 -0.59 0.0322
C 2.84 -1.83 1.27 -0.0496
C 1.69 -0.73 1.21 -0.2037
C 1.16 -0.49 -0.17 -0.1741
N 0.65 1.86 -0.22 0.2302
N -2.41 2.93 -0.91 0.1437
N 0.39 0.70 -0.25 -0.0336
O -2.04 -0.62 -1.08 0.0242
H -4.41 1.31 -2.13 0.1595
H -3.84 -1.32 -2.02 0.1779
H 3.60 -1.69 0.61 0.0278
H 3.04 -1.97 2.30 0.0680
H 2.49 -2.87 0.95 0.1101
H 2.15 0.20 1.60 0.1176
H 0.93 -1.05 1.83 0.0848
H 2.11 -0.41 -0.87 0.1913
H 0.63 -1.36 -0.49 0.1248
H 1.65 1.97 0.08 0.1432
H -3.23 3.52 -0.98 0.1163
H -1.69 3.39 -0.37 0.0959
```

Total charge = +1
HOMO (spin up / spin down) = -12.33 / -12.33 eV
Gap between HOMO and LUMO (spin up / spin down) = 7.45 / 7.45 eV


Most stable of them? arrangement a.


Arrangement a

Here is an isolated ion of composition C2H6N3O3 and charge +1 from the Open Molecules 2025 dataset. Energies are from ωB97M-V/def2-TZVPD.

Geometry as XYZ:
```
14
Properties=species:S:1:pos:R:3:lowdin_charge:R:1
C -0.01 2.05 0.04 -0.0103
O 0.48 0.75 -0.06 0.0175
C -0.33 -0.29 0.02 -0.2453
N 0.05 -1.51 0.09 0.1197
N 1.54 -1.91 0.05 0.1831
N -1.93 -0.15 -0.06 -0.3540
O -2.51 -0.20 0.96 0.1814
O -2.29 0.09 -1.16 0.1743
H -0.99 2.04 0.52 0.1146
H -0.15 2.41 -0.90 0.0728
H 0.74 2.70 0.46 0.1247
H 1.98 -1.50 0.89 0.1683
H 1.44 -2.97 0.08 0.1937
H 1.99 -1.51 -0.93 0.2596
```

Total charge = +1
SMILES string = CO/C(=N\[NH3+])[N+](=O)[O-]
HOMO = -15.66 eV
Gap between HOMO and LUMO = 11.27 eV


Arrangement b

Here is an isolated ion of composition C2H6N3O3 and charge +1 from the Open Molecules 2025 dataset. Energies are from ωB97M-V/def2-TZVPD.

Geometry as XYZ:
```
14
Properties=species:S:1:pos:R:3:lowdin_charge:R:1
C 2.07 -0.32 0.34 -0.0463
N 0.77 -0.83 0.68 0.0697
C -0.31 -0.25 0.20 -0.3793
N -1.44 -0.95 0.31 0.2174
O -0.22 0.92 -0.48 0.0466
N -1.46 1.87 -1.15 -0.2828
O -2.43 1.28 -1.14 0.2701
O -1.03 2.84 -1.45 0.3495
H 2.90 -0.32 1.16 0.1489
H 1.97 0.70 -0.16 0.1185
H 2.45 -0.76 -0.51 0.0587
H 0.71 -1.56 1.38 0.1786
H -1.57 -1.92 0.49 0.1325
H -2.41 -0.70 0.34 0.1181
```

Total charge = +1
SMILES string = C/[NH+]=C(/N)O[N+](=O)[O-]
HOMO = -14.93 eV
Gap between HOMO and LUMO = 10.12 eV


Arrangement c

Here is an isolated ion of composition C2H6N3O3 and charge +1 from the Open Molecules 2025 dataset. Energies are from ωB97M-V/def2-TZVPD.

Geometry as XYZ:
```
14
Properties=species:S:1:pos:R:3:lowdin_charge:R:1
C -0.83 -1.62 -0.72 -0.0361
O -0.03 -0.50 -0.57 0.0159
C -0.66 0.60 -0.57 -0.2943
N -0.43 1.77 -0.16 0.1336
N 0.79 1.92 0.69 0.1626
N -2.11 0.52 -1.41 -0.3760
O -1.91 0.56 -2.55 0.1851
O -3.10 0.44 -0.76 0.1586
H -0.10 -2.55 -0.65 0.1640
H -1.19 -1.63 -1.84 0.1447
H -1.65 -1.61 -0.04 0.0970
H 1.35 0.96 0.66 0.2275
H 1.22 2.94 0.52 0.2440
H 0.47 2.02 1.67 0.1734
```

Total charge = +1
SMILES string = CO/C(=N\[NH3+])[N+](=O)[O-]
HOMO = -15.11 eV
Gap between HOMO and LUMO = 10.68 eV


Most stable of them? arrangement b.


Arrangement a

Here is one molecule with the formula C3H6N2O4 from the Open Molecules 2025 dataset. Energies are from ωB97M-V/def2-TZVPD.

Geometry as XYZ:
```
15
Properties=species:S:1:pos:R:3:lowdin_charge:R:1
O 0.74 2.54 -0.54 0.1516
C 0.17 1.68 0.02 -0.4383
C -0.55 1.65 1.45 -0.1697
O -1.43 0.53 1.56 -0.1679
O 0.10 0.31 -0.25 -0.1001
N 0.93 -0.24 -1.21 0.0634
C 0.93 -1.50 -1.24 -0.2944
N 0.47 -2.34 -0.41 -0.0467
O -0.86 -2.27 0.07 -0.0560
H 0.18 1.27 2.43 0.1951
H -1.01 2.80 1.64 0.1661
H -2.21 0.73 0.82 0.1904
H 1.76 -1.73 -2.03 0.1677
H 0.71 -3.42 -0.40 0.2088
H -0.95 -1.49 0.77 0.1300
```

Total charge = 0
SMILES string = O=C(CO)O/N=C\NO
HOMO = -8.91 eV
Gap between HOMO and LUMO = 9.25 eV


Arrangement b

Here is a 2-piece molecular cluster, C3H6N2O4 overall from the Open Molecules 2025 dataset. Energies are from ωB97M-V/def2-TZVPD.

Geometry as XYZ:
```
15
Properties=species:S:1:pos:R:3:lowdin_charge:R:1
N -1.71 -0.65 1.40 0.1735
C -0.78 0.30 1.09 -0.5696
O -1.04 1.47 0.87 0.0783
O 0.47 -0.12 1.63 -0.0909
O 1.67 0.60 1.95 0.0488
H -2.67 -0.37 1.43 0.1219
H -1.36 -1.55 1.71 0.1180
H 2.10 0.68 1.08 0.0982
O 1.63 -1.25 -0.58 0.0835
C 1.00 -0.71 -1.44 -0.4396
C 0.65 0.61 -1.93 -0.0589
N -0.32 -0.42 -1.72 0.1074
H 0.59 1.44 -1.24 0.1023
H 0.86 0.84 -2.97 0.1000
H -1.10 -0.88 -1.28 0.1271
```

Total charge = 0
SMILES string = NC(=O)OO.O=C1CN1
HOMO = -9.68 eV
Gap between HOMO and LUMO = 10.28 eV


Arrangement c

Here is one molecule with the formula C3H6N2O4 from the Open Molecules 2025 dataset. Energies are from ωB97M-V/def2-TZVPD.

Geometry as XYZ:
```
15
Properties=species:S:1:pos:R:3:lowdin_charge:R:1
N 1.78 0.21 0.27 0.1313
N 0.45 -0.07 -0.08 -0.1105
C -0.68 1.11 -0.06 -0.6896
O -0.79 1.77 -1.07 0.0559
O -0.55 1.67 1.21 0.0677
O -1.79 -0.03 0.16 0.0054
C 0.07 -1.11 -1.13 0.0661
C -0.35 -1.37 0.24 -0.3767
O -0.38 -2.13 1.15 0.1472
H 2.40 0.05 -0.52 0.1001
H 2.05 -0.34 1.07 0.1058
H -0.42 2.62 1.06 0.1197
H -2.12 0.07 1.07 0.1110
H -0.59 -0.74 -1.89 0.1314
H 0.91 -1.71 -1.46 0.1354
```

Total charge = 0
SMILES string = N[N@@+]1(C([O-])(O)O)CC1=O
HOMO = -9.54 eV
Gap between HOMO and LUMO = 10.06 eV


Most stable of them? arrangement c.


Arrangement a

Here is one molecule with the formula C3H8OS from the Open Molecules 2025 dataset. Energies are from ωB97M-V/def2-TZVPD.

Geometry as XYZ:
```
13
Properties=species:S:1:pos:R:3:lowdin_charge:R:1
C 0.78 1.61 0.26 -0.1311
O -0.09 0.89 -0.51 -0.2971
C -1.32 0.34 -0.19 -0.4601
S -1.23 -1.42 -0.88 0.8033
C 0.29 -2.00 -0.19 -0.4431
H 1.36 0.95 0.88 0.0703
H 1.47 2.18 -0.28 0.0626
H 0.24 2.40 0.91 0.1191
H -1.97 1.02 -0.71 0.0873
H -1.51 0.34 0.88 0.0866
H 0.06 -2.63 0.61 -0.0097
H 0.88 -2.49 -0.97 0.0326
H 1.04 -1.19 0.19 0.0793
```

Total charge = 0
SMILES string = COCSC
HOMO = -8.54 eV
Gap between HOMO and LUMO = 9.52 eV


Arrangement b

Here is one molecule with the formula C3H8OS from the Open Molecules 2025 dataset. Energies are from ωB97M-V/def2-TZVPD.

Geometry as XYZ:
```
13
Properties=species:S:1:pos:R:3:lowdin_charge:R:1
C 0.23 -1.73 -1.15 -0.2032
C 0.65 -0.75 -0.05 -0.4538
S -0.54 0.45 0.10 0.9513
C 0.34 1.80 1.12 -0.1372
O -2.37 0.78 0.52 -0.6088
H 0.90 -2.59 -1.16 0.0758
H -0.78 -2.10 -0.92 0.0759
H 0.24 -1.28 -2.07 0.0224
H 0.78 -1.31 0.95 0.0845
H -0.65 0.82 -1.28 0.0919
H 1.07 1.05 1.48 0.0525
H 0.57 2.72 0.74 0.0268
H -0.45 2.15 1.72 0.0218
```

Total charge = 0
SMILES string = CC=[S@H](C)=O
HOMO (spin up / spin down) = -8.46 / -8.46 eV
Gap between HOMO and LUMO (spin up / spin down) = 8.51 / 8.51 eV


Arrangement c

Here is a 2-piece molecular cluster, C3H8OS overall from the Open Molecules 2025 dataset. Energies are from ωB97M-V/def2-TZVPD.

Geometry as XYZ:
```
13
Properties=species:S:1:pos:R:3:lowdin_charge:R:1
C -0.20 0.26 1.82 0.0556
C -0.45 0.30 -1.27 -0.3343
C -0.13 -0.93 -0.37 -0.5461
O 0.55 1.30 -1.21 -0.1214
S 1.40 -1.79 -0.32 0.7014
H -1.15 0.50 1.38 -0.0188
H -0.24 -0.58 2.48 0.0006
H 0.47 1.01 1.73 -0.0440
H -1.29 0.79 -0.75 0.1056
H -0.55 -0.16 -2.31 0.1398
H -0.94 -1.67 -0.16 0.0633
H 0.56 1.61 -0.25 0.1070
H 1.98 -0.63 -0.77 -0.1087
```

Total charge = 0
HOMO (spin up / spin down) = -7.99 / -7.43 eV
Gap between HOMO and LUMO (spin up / spin down) = 8.49 / 7.85 eV


Most stable of them? arrangement a.


Arrangement a

Here is a 2-piece molecular cluster, C3H8OS overall from the Open Molecules 2025 dataset. Energies are from ωB97M-V/def2-TZVPD.

Geometry as XYZ:
```
13
Properties=species:S:1:pos:R:3:lowdin_charge:R:1
C 2.40 -1.55 3.07 -0.1240
O 1.73 -2.37 2.41 -0.0417
H 2.14 -1.24 4.15 0.0885
H 3.25 -0.93 2.71 0.0773
C -1.21 1.84 -0.11 -0.4194
S -0.50 1.11 -1.72 0.6793
C -1.48 -0.41 -1.87 -0.4931
H -2.35 2.17 -0.21 0.0663
H -0.60 2.70 0.13 -0.0107
H -1.22 1.25 0.88 0.0506
H -2.53 -0.04 -1.98 0.0162
H -1.27 -0.80 -2.94 0.0476
H -1.56 -1.27 -1.12 0.0630
```

Total charge = 0
SMILES string = C=O.CSC
HOMO = -8.60 eV
Gap between HOMO and LUMO = 9.12 eV


Arrangement b

Here is one molecule with the formula C3H8OS from the Open Molecules 2025 dataset. Energies are from ωB97M-V/def2-TZVPD.

Geometry as XYZ:
```
13
Properties=species:S:1:pos:R:3:lowdin_charge:R:1
C 1.68 -1.35 -0.50 -0.1421
S -0.07 -0.47 0.03 0.8054
C -0.60 0.35 -1.42 -0.2045
C -0.29 0.82 1.38 -0.1852
O -1.26 -1.35 0.33 -0.4694
H 1.80 -2.11 0.25 -0.0552
H 2.30 -0.50 -0.31 -0.0689
H 0.23 0.19 -2.10 0.0523
H -1.46 -0.30 -1.60 0.0644
H -0.97 1.35 -1.31 0.0614
H -0.06 1.89 1.36 0.0583
H -1.36 1.00 1.60 0.0664
H 0.05 0.48 2.30 0.0171
```

Total charge = 0
SMILES string = C=S(C)(C)=O
HOMO = -8.34 eV
Gap between HOMO and LUMO = 8.89 eV


Arrangement c

Here is a 2-piece molecular cluster, C3H8OS overall from the Open Molecules 2025 dataset. Energies are from ωB97M-V/def2-TZVPD.

Geometry as XYZ:
```
13
Properties=species:S:1:pos:R:3:lowdin_charge:R:1
C -0.87 3.05 1.39 -0.0075
C 0.10 3.20 0.48 -0.2857
O -0.26 3.36 -0.82 0.0066
H -0.80 3.09 2.46 0.0449
H -1.92 3.21 1.12 0.0544
H 1.11 3.10 0.86 0.1062
H 0.49 3.62 -1.32 0.0811
C -0.07 -3.57 -0.91 -0.4766
S 1.70 -4.03 -0.76 0.5924
H -0.50 -4.24 -1.65 0.0134
H -0.52 -3.60 0.07 0.0217
H -0.13 -2.59 -1.38 0.0176
H 1.67 -4.61 0.45 -0.1686
```

Total charge = 0
SMILES string = C=CO.CS
HOMO = -8.99 eV
Gap between HOMO and LUMO = 9.75 eV


Most stable of them? arrangement c.